{"formula": "C100H170N22", "method": "the ωB97M-V functional and the def2-TZVPD basis", "homo_ha": -0.27528, "spin_multiplicity": 1, "homo_lumo_gap_ev": 7.79, "species": ["N", "N", "N", "N", "N", "N", "N", "N", "N", "N", "N", "N", "N", "N", "N", "N", "N", "N", "N", "N", "N", "N", "C", "C", "C", "C", "C", "C", "C", "C", "C", "C", "C", "C", "C", "C", "C", "C", "C", "C", "C", "C", "C", "C", "C", "C", "C", "C", "C", "C", "C", "C", "C", "C", "C", "C", "C", "C", "C", "C", "C", "C", "C", "C", "C", "C", "C", "C", "C", "C", "C", "C", "C", "C", "C", "C", "C", "C", "C", "C", "C", "C", "C", "C", "C", "C", "C", "C", "C", "C", "C", "C", "C", "C", "C", "C", "C", "C", "C", "C", "C", "C", "C", "C", "C", "C", "C", "C", "C", "C", "C", "C", "C", "C", "C", "C", "C", "C", "C", "C", "C", "C", "H", "H", "H", "H", "H", "H", "H", "H", "H", "H", "H", "H", "H", "H", "H", "H", "H", "H", "H", "H", "H", "H", "H", "H", "H", "H", "H", "H", "H", "H", "H", "H", "H", "H", "H", "H", "H", "H", "H", "H", "H", "H", "H", "H", "H", "H", "H", "H", "H", "H", "H", "H", "H", "H", "H", "H", "H", "H", "H", "H", "H", "H", "H", "H", "H", "H", "H", "H", "H", "H", "H", "H", "H", "H", "H", "H", "H", "H", "H", "H", "H", "H", "H", "H", "H", "H", "H", "H", "H", "H", "H", "H", "H", "H", "H", "H", "H", "H", "H", "H", "H", "H", "H", "H", "H", "H", "H", "H", "H", "H", "H", "H", "H", "H", "H", "H", "H", "H", "H", "H", "H", "H", "H", "H", "H", "H", "H", "H", "H", "H", "H", "H", "H", "H", "H", "H", "H", "H", "H", "H", "H", "H", "H", "H", "H", "H", "H", "H", "H", "H", "H", "H", "H", "H", "H", "H", "H", "H", "H", "H", "H", "H", "H", "H", "H", "H", "H", "H", "H", "H"], "xyz": [[-5.80, 1.18, -1.61], [6.49, 0.09, -3.42], [-1.76, -3.98, -3.17], [4.22, 2.98, 0.28], [1.79, -1.36, -8.35], [-3.33, -1.20, 4.64], [-5.47, 3.62, 4.98], [4.53, -4.21, -0.42], [7.59, -0.60, 2.89], [-3.83, 7.06, -3.38], [-4.72, -1.11, -3.99], [-5.22, -8.86, -1.08], [-2.56, -6.59, 4.00], [-0.98, 6.49, 0.94], [7.10, 2.06, -1.50], [-0.72, -0.54, 2.77], [0.54, 3.54, -5.65], [-0.37, 7.25, -2.01], [4.39, -3.16, 2.79], [-0.80, -0.26, -0.09], [3.05, 3.64, 6.39], [-6.36, -3.91, -3.52], [1.28, -0.53, -7.23], [0.18, -3.26, -3.95], [-5.84, -3.04, -1.51], [-3.25, 4.10, 6.02], [5.61, -4.37, -2.39], [0.57, 0.14, -0.43], [2.18, 3.83, 5.23], [-6.36, 2.32, 6.99], [2.44, 0.20, -6.47], [-3.68, -0.36, -3.57], [-6.23, 3.65, 6.24], [-0.87, 6.64, 2.32], [-1.20, -3.01, -3.97], [4.79, -4.42, 2.48], [-2.30, 5.56, -4.00], [8.14, -1.58, 2.17], [-3.58, -7.47, -0.64], [-6.69, 0.48, -0.88], [-3.84, 0.90, -4.07], [-4.13, -1.22, 3.52], [1.58, 2.31, 8.08], [7.38, 0.38, -4.55], [-4.90, -7.52, -0.84], [-0.39, 8.55, -1.54], [5.02, 2.24, 7.00], [-2.38, -7.92, 3.39], [8.08, -1.63, -2.34], [4.31, -4.19, -2.65], [-0.23, -1.11, 4.82], [0.50, -3.40, -7.55], [6.71, -1.27, -2.98], [-2.49, 5.09, 1.86], [3.65, -5.17, 2.31], [-4.38, -5.02, 4.93], [-4.88, -4.02, -2.00], [-7.11, 1.34, 0.17], [-5.66, 2.43, -1.05], [-1.73, -5.48, 3.51], [5.08, 0.12, -3.87], [-0.28, -1.59, 3.54], [7.23, -1.96, 1.20], [-1.76, 1.95, 0.44], [0.44, -4.30, -3.01], [7.23, 1.88, -5.04], [1.28, 5.10, 5.31], [-4.06, -9.58, -0.86], [0.80, 6.70, -1.79], [-5.17, -4.46, -3.23], [-1.96, 5.59, 0.65], [7.66, 3.03, 0.47], [-1.78, 0.82, -0.47], [2.54, 2.48, 1.64], [-0.99, -8.51, 3.75], [-6.78, -3.03, -2.57], [1.60, 7.58, -0.98], [1.22, 4.05, -4.54], [7.44, 1.82, -0.23], [0.86, -2.42, -8.72], [3.72, 2.02, 1.11], [7.00, 3.42, -1.69], [-1.79, -5.28, 2.00], [-2.41, -2.16, -0.23], [-4.00, -6.25, 4.05], [-4.07, 3.22, 5.09], [7.23, 4.02, -0.44], [-5.48, -1.26, 5.32], [1.65, -0.74, 0.23], [-7.39, 3.45, 3.52], [-0.32, 2.61, -5.21], [-0.81, -4.74, -2.54], [2.52, -4.33, 2.49], [0.82, 8.79, -0.93], [-6.12, 2.78, 4.05], [6.33, -0.36, 2.54], [3.38, 4.02, 0.27], [-0.56, 0.21, 4.84], [6.11, -1.12, 1.37], [-3.04, -8.70, -0.57], [-3.87, 5.97, -2.54], [-0.23, 2.54, -3.83], [3.88, 2.48, 6.02], [3.02, -3.08, 2.74], [-5.47, -1.30, 3.92], [4.14, 0.22, -2.72], [2.27, 3.66, 1.00], [2.42, 3.60, 7.76], [-1.74, 5.68, 2.89], [-5.12, 0.95, -4.71], [-4.14, -1.22, 5.71], [-3.02, 4.96, -2.98], [3.65, -3.94, -1.48], [0.85, 3.28, -3.42], [-0.98, 0.55, 3.59], [-5.64, -0.34, -4.61], [-1.08, -1.50, -0.83], [3.02, -1.25, -10.51], [5.73, -4.52, -1.00], [2.17, -0.54, -9.48], [-2.82, 6.88, -4.26], [-6.42, 2.53, 0.08], [0.74, 2.14, 7.41], [-2.76, -4.05, -3.04], [1.38, -3.03, -9.45], [-2.35, -1.94, 0.84], [-4.06, -4.41, -1.42], [3.54, -6.23, 2.15], [6.05, -1.59, -2.18], [1.51, -4.70, 2.43], [-0.80, 2.26, 0.85], [-7.63, -2.38, -2.70], [-3.15, -8.61, 3.75], [1.30, 2.31, 9.13], [2.20, 1.41, 8.02], [-3.31, -1.70, -0.64], [-0.17, -7.96, 3.28], [-6.94, -4.14, -4.32], [-0.72, -5.75, 3.81], [-3.97, -5.04, 5.94], [-2.47, 7.70, -4.88], [0.22, -1.66, 5.63], [1.94, 2.00, 2.40], [-1.78, 1.15, -1.51], [0.07, -4.31, -7.96], [-1.52, 5.09, -4.58], [-1.15, 6.81, -2.47], [7.21, -0.30, -5.38], [-2.85, -0.86, -3.11], [-6.71, 2.54, 8.00], [-5.42, 1.80, 7.21], [-1.83, 5.43, 3.93], [-3.59, 3.37, 4.12], [1.44, -1.80, 0.32], [5.52, 3.20, 7.14], [5.86, -4.59, 2.49], [0.94, -2.69, -4.46], [-7.18, 4.50, 3.28], [0.66, -1.13, -6.55], [-3.41, 5.16, 5.83], [1.26, 3.26, -2.43], [-2.41, 1.67, 1.27], [-1.29, 9.13, -1.65], [-1.10, -4.51, 1.67], [-6.37, -1.22, 5.93], [-6.35, -1.29, 3.29], [3.70, -1.89, -9.95], [4.35, -4.07, 0.56], [7.34, -2.71, 0.43], [-3.11, 1.69, -4.01], [-4.03, 2.18, 5.39], [0.69, 3.73, -6.63], [-8.23, 3.52, 4.20], [-3.61, 3.93, 7.03], [6.87, 1.27, -2.09], [-2.32, 2.77, -0.02], [8.38, -0.93, -1.55], [-0.89, 2.08, -5.95], [8.92, -1.67, -3.05], [-5.19, 0.88, -2.36], [7.53, 2.59, -4.27], [2.12, 1.02, -5.83], [4.36, 1.10, -2.12], [-2.22, 3.86, 5.78], [1.40, 4.27, 1.24], [2.02, 4.75, -4.70], [3.94, -4.02, -3.65], [-2.80, -5.18, 1.61], [-3.35, 4.47, 2.02], [8.05, 3.13, 1.47], [6.24, 2.18, -5.39], [-5.61, 1.82, -5.12], [-0.10, 7.25, 2.77], [5.71, 1.48, 6.63], [7.93, 1.94, -5.87], [5.22, -0.94, 0.79], [0.74, 1.20, -0.21], [-5.69, -6.79, -0.94], [-4.96, 3.15, -1.44], [-1.82, -2.34, -4.55], [-7.82, 1.06, 0.93], [1.36, 0.01, -9.96], [6.54, -1.94, -3.83], [-0.22, -2.91, -6.89], [9.16, -1.90, 2.33], [6.42, -4.44, -3.10], [1.84, 6.03, 5.40], [3.21, 0.57, -7.15], [-5.76, 4.41, 6.87], [-3.74, -1.11, 2.52], [-5.46, -4.91, 4.88], [-5.79, -2.50, -0.58], [4.16, -0.59, -1.99], [7.24, 5.06, -0.18], [2.74, 0.30, -9.09], [-2.99, -6.63, -0.30], [-6.94, 1.53, 6.52], [-4.49, 5.96, -1.65], [-2.33, 5.46, -0.36], [-2.33, -1.01, 4.64], [2.63, -3.69, -1.25], [-0.07, -2.05, -9.16], [-6.32, 3.39, 0.73], [-6.52, -0.71, -5.10], [-1.12, -1.37, -1.91], [4.64, 1.96, 7.98], [-7.67, 2.99, 2.57], [1.18, 9.67, -0.42], [-4.29, 7.96, -3.28], [4.21, 2.59, 4.99], [-1.35, -6.17, 1.55], [8.03, -2.59, -1.84], [1.51, 2.98, 5.09], [-0.10, -2.52, 3.03], [1.42, -4.69, -2.78], [5.03, -2.39, 2.91], [-0.29, -2.23, -0.72], [-2.47, -7.88, 2.31], [-1.34, 1.49, 3.20], [3.55, -0.47, -11.06], [0.70, 0.10, -1.51], [3.16, 3.50, 8.55], [6.61, -4.79, -0.43], [-7.23, 4.08, 6.14], [-1.10, -5.50, -1.84], [-2.78, 0.39, -0.39], [2.56, -2.14, 2.98], [-4.75, -2.11, -3.86], [-0.42, 0.81, 5.72], [7.61, 0.78, 0.01], [4.30, 1.12, 1.23], [-6.11, -9.33, -1.16], [3.25, 1.59, 6.02], [3.11, 0.28, -3.08], [3.68, 4.90, -0.28], [-0.77, -8.62, 4.81], [6.78, 3.91, -2.62], [-2.02, -8.96, -0.31], [2.53, 7.30, -0.50], [-3.75, -1.01, 6.69], [-4.52, -5.96, 3.13], [8.10, -0.18, 3.66], [1.88, 4.49, 8.09], [-2.85, 3.98, -2.55], [0.61, 5.01, 6.17], [0.63, 0.24, -7.65], [1.71, -0.43, 1.28], [-2.39, -3.22, -0.47], [1.39, -3.54, -6.93], [4.87, -0.71, -4.54], [-4.60, -5.21, -3.76], [-0.83, -0.51, 1.77], [2.64, -0.60, -0.20], [-0.51, 7.06, 0.25], [5.66, 0.32, 3.05], [-1.04, -9.47, 3.25], [0.78, 5.10, 4.34], [5.15, 2.92, -0.12], [-6.90, -0.54, -1.18], [3.02, -0.46, -5.83], [-6.44, 1.79, 4.37], [-4.64, -7.05, 4.42], [0.94, 5.68, -2.12], [-2.03, -4.58, 4.06], [8.44, 0.26, -4.29], [-5.51, 2.65, 3.15], [-4.09, -4.09, 4.45], [2.78, 4.16, 4.38], [2.46, -1.86, -11.22], [4.95, 1.03, -4.44], [-3.99, -10.64, -1.06], [-0.73, 1.78, -3.26]]}